[1]
Computed, not measured: an isolated ion of composition C7H15N2O and charge +1 at a distorted geometry, with ωB97M-V with the def2-TZVPD basis set.

Atoms and positions in Å:
C: -1.2185 -1.1090 1.1700
C: 0.6401 -1.6254 -0.3881
C: 0.3734 -0.0795 -0.9852
C: -0.1690 2.6534 -1.7901
C: -0.0669 -3.1138 1.5715
C: 0.7929 1.2310 1.0224
C: -0.9313 1.8156 -0.6795
N: -0.3135 -1.9051 0.6949
N: -0.1556 0.7817 -0.0002
O: -2.0945 -0.7011 1.7926
H: 0.4905 -2.4382 -1.2389
H: 1.5743 -1.6033 0.1703
H: 1.3651 0.1755 -1.3107
H: -0.3252 -0.1802 -1.9617
H: -0.6687 3.5565 -1.9063
H: 0.8456 2.7848 -1.5230
H: -0.2341 2.1873 -2.7110
H: -0.7766 -3.0666 2.3208
H: -0.1526 -4.0006 0.9889
H: 0.9087 -3.0804 2.0552
H: 1.0323 0.2883 1.6860
H: 1.7194 1.5242 0.5037
H: 0.4280 2.0932 1.4683
H: -1.7857 1.3635 -1.1188
H: -1.2781 2.4484 0.1688

## Properties
- F_max: 4.2 eV/A
- HOMO: -13.2 eV
- Gap between HOMO and LUMO: 9.25 eV
- Molar mass: 143.2 g mol⁻¹
- Relative energy (zero: lowest compared OMol25 entry of this formula, charge and spin): 346.6 kJ/mol
- SMILES string: CCN(C)CC[N+](C)=C=O
- Electronic energy: -12521.0724 eV
- Net charge: +1

[2]
Computed, not measured: C21H17N3O2S5Yb as an isolated structure at a distorted geometry, with ωB97M-V with the def2-TZVPD basis set.

Atoms and positions in Å:
Yb: -1.0119 -0.1102 0.3025
S: -2.7159 6.5685 -2.1833
C: -2.8239 5.0862 -1.4887
S: -3.7407 3.7687 -2.1568
C: -3.3769 2.5765 -0.9210
C: -2.5617 2.9599 0.0898
S: -2.0334 2.0850 1.4695
S: -2.0151 4.6539 -0.0141
S: -4.2008 1.0296 -1.1483
N: 1.8068 -1.9194 1.0151
C: 0.7100 -2.7563 1.0023
C: 0.8915 -4.0904 0.6266
C: -0.1814 -4.9580 0.6779
C: -1.4144 -4.4649 1.1208
C: -1.5146 -3.1303 1.4404
N: -0.4897 -2.2690 1.3753
C: 1.9564 -0.6610 1.5578
C: 3.2478 -0.1149 1.5825
C: 3.4407 1.1060 2.1853
C: 2.3516 1.7234 2.8011
C: 1.1130 1.1244 2.7090
N: 0.8895 -0.0226 2.0642
H: 2.6598 -2.3217 0.6475
H: 1.8680 -4.4229 0.3013
H: -0.0672 -5.9879 0.3787
H: -2.2716 -5.1130 1.2055
H: -2.4551 -2.6997 1.7620
H: 4.0654 -0.6494 1.1175
H: 4.4134 1.5720 2.1904
H: 2.4699 2.6531 3.3311
H: 0.2427 1.5757 3.1699
C: -3.4161 -1.9175 -2.4362
O: -2.5349 -0.8302 -2.1992
C: -2.7768 -0.1313 -1.0003
O: -2.7599 -0.8581 0.0798
H: -4.3872 -1.5522 -2.7888
H: -3.5569 -2.4965 -1.5176
H: -2.9592 -2.5428 -3.2027
C: 3.1065 2.1912 -1.5163
C: 3.0818 0.8143 -1.6441
C: 1.8989 0.1170 -1.4445
C: 0.6750 0.7265 -1.1001
C: 0.7515 2.1367 -1.0596
C: 1.9212 2.8536 -1.2533
H: 4.0310 2.7440 -1.6244
H: 3.9952 0.2793 -1.8865
H: 1.9306 -0.9677 -1.5653
H: -0.1576 2.7089 -0.8803
H: 1.9050 3.9334 -1.1725

## Properties
- F_max: 6.0 eV/A
- HOMO (spin up / spin down): -3.0 / -3.1 eV
- 2S+1: 2
- ⟨S²⟩: 0.7517
- Gap between HOMO and LUMO (spin up / spin down): 5.03 / 5.11 eV
- Molar mass: 676.8 g mol⁻¹
- Relative energy (zero: lowest compared OMol25 entry of this formula, charge and spin): 307.5 kJ/mol
- Electronic energy: -116324.8040 eV
- Net charge: -1

[3]
Computed, not measured: C21H37ClNSSi4Tc as an isolated structure at a distorted geometry, with ωB97M-V with the def2-TZVPD basis set.

Atoms and positions in Å:
Tc: 0.2481 0.9063 1.1029
S: 1.7513 2.4232 0.1768
C: 0.2175 3.1549 -0.3189
C: -0.0388 4.4228 -0.8118
C: -1.3576 4.7470 -1.0870
C: -2.3779 3.8269 -0.8516
C: -2.0517 2.5954 -0.3309
N: -0.7711 2.2775 -0.0917
H: 0.7741 5.1193 -0.9679
H: -1.5984 5.7279 -1.4794
H: -3.4119 4.0641 -1.0605
H: -2.7922 1.8334 -0.1267
C: 1.0252 -2.1245 -3.6038
Si: 0.8028 -0.5732 -2.6276
C: 2.2760 0.5127 -2.9285
C: -0.7277 0.3280 -3.1964
Si: 0.4893 -0.9564 -0.2981
Si: -1.3975 -2.3821 -0.2181
C: -2.9183 -1.3817 -0.6369
C: -1.2686 -3.8565 -1.3229
C: -1.5946 -2.9830 1.5377
Si: 2.4659 -2.1211 0.3068
C: 3.9178 -0.9853 0.0561
C: 2.6463 -3.6945 -0.6380
C: 2.3123 -2.5199 2.1241
H: 1.1048 -1.8291 -4.6561
H: 0.1934 -2.8201 -3.5136
H: 1.9410 -2.6527 -3.3408
H: 2.2159 0.9197 -3.9445
H: 3.2128 -0.0450 -2.8500
H: 2.3232 1.3492 -2.2324
H: -0.5452 0.7866 -4.1755
H: -1.0028 1.1230 -2.4995
H: -1.5833 -0.3441 -3.2995
H: -3.0034 -1.1715 -1.7055
H: -2.9013 -0.4261 -0.1030
H: -3.8219 -1.9178 -0.3279
H: -1.2471 -3.6020 -2.3818
H: -2.1592 -4.4684 -1.1446
H: -0.3911 -4.4683 -1.1015
H: -1.5306 -2.1554 2.2447
H: -0.8269 -3.7160 1.8060
H: -2.5715 -3.4614 1.6696
H: 4.2281 -0.9419 -0.9908
H: 4.7765 -1.3291 0.6425
H: 3.6784 0.0333 0.3724
H: 2.7703 -3.5439 -1.7093
H: 1.7942 -4.3600 -0.4822
H: 3.5419 -4.2036 -0.2647
H: 2.0144 -1.6372 2.6915
H: 3.2655 -2.8786 2.5298
H: 1.5623 -3.2975 2.2999
Cl: -3.1050 0.4507 2.7895
C: -2.0152 1.7736 3.0107
C: -2.5109 3.0595 2.9731
C: -1.6347 4.1395 3.0548
C: -0.2728 3.9294 3.1762
C: 0.2229 2.6310 3.2364
C: -0.6356 1.5109 3.1779
C: -0.0374 0.1745 3.0471
H: -3.5766 3.2146 2.8685
H: -2.0306 5.1468 3.0257
H: 0.4101 4.7667 3.2286
H: 1.2823 2.4670 3.3904
H: -0.6900 -0.6628 3.2505
H: 0.9349 0.0955 3.5301

## Properties
- F_max: 1.5 eV/A
- HOMO (spin up / spin down): -10.9 / -11.0 eV
- 2S+1: 2
- ⟨S²⟩: 1.0628
- Gap between HOMO and LUMO (spin up / spin down): 6.02 / 6.31 eV
- Molar mass: 581.4 g mol⁻¹
- Relative energy (zero: lowest compared OMol25 entry of this formula, charge and spin): 0.0 kJ/mol
- Electronic energy: -80929.8418 eV
- Net charge: +1